[1]
A cluster of 28 separate species, C15H76BNO34 in total in a non-equilibrium geometry, computed with ωB97M-V/def2-TZVPD.

Computed properties:
E_LUMO = -0.70 eV
ΔE to the lowest compared entry with this formula, charge and spin = 16.2 kcal/mol
Highest occupied orbital energy = -9.44 eV
Strongest force on any atom = 0.1888 Eh/bohr

```
127
Properties=species:S:1:pos:R:3:forces:R:3:mulliken_charge:R:1
H 7.194723 -44.240780 -25.907154 -1.9 6.4 2.1 0.259
H 10.119621 -41.113381 -24.910372 -1.4 0.1 -1.3 0.392
H 12.901382 -36.305981 -27.413946 0.1 -1.1 2.9 0.364
O 8.833954 -43.890947 -33.301764 -0.6 -1.3 0.5 -0.731
O 15.832580 -34.682831 -28.296005 1.6 -1.9 4.1 -0.587
H 8.035114 -43.312084 -27.835261 -1.9 -0.8 4.9 0.932
H 15.853146 -39.449247 -32.372287 0.7 -0.5 1.3 0.288
O 13.570903 -34.100808 -33.057157 -0.5 -0.5 -0.4 0.315
B 12.136151 -33.920213 -32.760509 0.4 2.6 -0.2 0.784
O 4.842558 -39.096288 -32.567298 0.4 -3.8 1.7 -0.597
H 16.929795 -39.557565 -29.577991 0.1 -0.1 0.5 0.251
H 11.306537 -38.386419 -30.792683 1.6 -1.1 -0.1 -0.492
C 10.153697 -42.263239 -30.268591 6.3 -0.4 2.5 -2.166
O 11.975878 -32.382742 -32.739358 -1.3 -4.1 1.0 -0.650
C 9.282715 -40.085879 -30.929941 4.4 5.4 1.0 -0.081
O 15.705663 -37.521497 -27.055842 0.6 -3.1 -2.0 -0.613
H 15.796186 -35.517945 -27.687782 -1.1 1.1 -2.2 0.259
O 12.602640 -38.463733 -35.027299 -2.4 -2.9 -0.3 -0.531
O 16.877724 -37.307775 -32.046257 3.2 -6.1 6.3 -0.447
H 9.713709 -40.317489 -33.980018 1.1 -0.7 -2.0 0.336
H 8.386440 -40.470190 -30.573099 -1.0 -1.3 1.0 1.001
H 12.752660 -43.855008 -27.794471 -0.4 -0.6 2.5 0.272
H 11.009135 -41.828570 -36.132701 2.1 2.3 -0.1 0.415
H 12.653672 -44.260337 -26.101183 0.2 0.5 -2.3 0.300
O 7.066940 -39.577568 -27.989354 0.0 -3.0 2.8 -0.564
H 9.500666 -43.544709 -35.061465 0.3 0.3 -0.8 0.419
O 9.984836 -43.384363 -35.911894 -1.0 1.3 -0.5 -0.786
H 7.082722 -46.450424 -29.238528 3.0 -2.7 -2.8 0.273
H 10.921426 -39.255992 -33.238568 3.0 2.9 -1.1 0.075
H 13.722929 -38.871412 -29.080727 2.4 -3.3 2.4 0.606
O 16.602226 -39.583513 -28.662122 -2.8 1.8 -2.2 -0.572
H 15.928923 -34.888750 -30.140836 -0.6 0.0 1.3 0.279
H 16.521639 -34.333025 -27.652366 -0.9 0.7 -1.8 0.318
O 6.411712 -45.968496 -28.897853 -4.0 1.1 -2.0 -0.577
H 9.046446 -41.245937 -28.895842 0.3 -0.1 0.7 -0.362
H 15.414842 -37.334144 -34.921576 -0.5 1.1 0.1 0.264
H 12.356745 -37.645291 -35.359282 -2.4 2.3 -1.6 0.234
O 11.730177 -41.958398 -24.976302 0.3 0.1 8.1 -0.658
C 9.544033 -42.226466 -28.916925 0.8 2.1 3.0 1.751
H 10.692002 -42.308992 -32.779792 -0.7 2.4 1.7 0.381
H 11.632315 -42.474105 -25.695607 -0.5 -2.9 -4.2 0.367
H 6.542799 -40.039643 -27.209975 1.4 1.9 -2.6 0.289
H 14.097453 -44.028476 -31.853504 3.7 -1.3 -3.9 0.249
O 9.983254 -36.225633 -33.916219 1.2 0.7 3.1 -0.721
H 15.607003 -40.642933 -32.989008 -0.8 -1.9 -2.0 0.271
C 11.755508 -40.388325 -30.089826 1.4 0.1 3.0 -1.649
H 8.811746 -44.188950 -29.284986 -0.6 0.8 2.1 0.112
C 10.821100 -35.410155 -31.755831 3.4 2.7 -3.1 0.424
H 8.029465 -39.818952 -32.612032 2.5 -0.3 -0.4 -0.554
C 12.231051 -39.072199 -30.627943 -1.2 1.6 0.8 2.092
C 10.320659 -40.037934 -33.157975 -2.9 -4.4 1.7 -0.830
H 11.780917 -40.267996 -28.859162 -2.1 0.0 -2.8 0.194
O 7.319223 -45.047543 -26.207337 -4.3 -4.9 -3.3 -0.572
O 10.390009 -36.109884 -30.984983 -4.2 -5.6 5.4 -0.170
H 9.081528 -38.430178 -32.428311 0.5 -1.7 0.5 0.332
H 12.834073 -39.092136 -31.483468 0.2 -0.7 -2.0 0.460
O 9.285325 -41.022720 -25.475067 0.1 -3.5 3.4 -0.584
C 14.111515 -37.275361 -30.320919 -3.8 -0.9 -2.2 -0.738
O 11.773247 -34.585845 -31.499055 1.4 2.2 -0.2 -0.537
H 11.219951 -42.833104 -30.253274 -2.5 0.7 -0.1 -0.282
H 14.384974 -36.079742 -34.259157 2.5 -3.4 0.0 0.323
H 4.237586 -43.778463 -29.034563 1.1 -0.6 -1.9 0.292
H 5.228939 -44.776490 -29.703630 0.7 -0.9 0.5 0.356
C 9.165390 -39.582825 -32.354653 -4.5 2.8 1.4 0.359
O 13.280307 -30.805077 -33.280838 1.7 5.2 -0.8 -0.523
H 12.531614 -41.166165 -29.935623 -0.2 0.1 -1.6 0.239
C 13.151915 -31.925936 -33.032291 -4.2 2.2 -0.2 0.114
H 7.995555 -43.380131 -33.318349 0.4 -0.1 0.1 0.420
H 7.610149 -43.022545 -29.539336 1.0 0.1 1.9 0.175
O 11.541883 -41.039791 -36.530929 -1.0 -1.3 0.1 -0.657
O 10.047890 -38.728482 -27.110296 -1.1 0.5 -2.3 -0.820
C 14.114186 -32.884157 -33.217979 6.4 -4.2 0.6 0.716
O 15.982552 -40.413053 -32.174380 0.1 2.4 0.8 -0.588
H 14.054271 -37.035161 -26.813338 0.3 -0.5 0.6 0.431
C 10.658355 -35.442970 -33.194699 -5.3 -4.3 -5.6 0.333
O 6.780475 -41.960925 -33.485850 2.3 0.4 1.8 -0.578
H 17.151742 -40.001977 -28.083353 2.8 -2.0 1.8 0.269
H 6.747151 -41.473271 -34.268709 0.5 1.6 -2.1 0.301
O 14.902745 -37.031870 -34.147858 -1.8 2.6 -0.2 -0.645
H 12.467598 -37.822420 -28.962033 0.5 0.1 -0.1 -0.176
H 9.140110 -38.978235 -27.453191 1.1 0.4 0.6 0.380
N 10.584009 -40.962161 -30.885198 -2.9 -0.5 1.9 1.482
H 4.640268 -38.256169 -32.815953 -0.6 3.7 -1.3 0.290
H 16.419207 -37.256492 -32.756669 -5.4 -0.2 -7.6 0.154
H 13.540065 -36.396228 -30.636901 0.2 0.4 0.9 -0.029
H 14.489417 -37.519301 -31.320295 0.6 -0.8 0.6 0.102
O 16.326958 -34.739241 -30.977250 1.7 -0.6 -1.0 -0.652
H 9.741410 -36.311084 -29.421012 0.1 0.4 1.9 0.366
O 12.241161 -34.888445 -28.558164 4.2 3.2 -0.8 -0.676
C 8.431026 -43.233544 -28.717554 1.9 -1.0 -9.5 -1.662
H 12.684814 -44.246566 -31.476068 -1.1 -0.7 -0.5 0.276
H 12.079606 -41.307943 -32.283836 -2.6 0.6 -0.5 0.242
O 9.445558 -36.157013 -28.465627 -1.2 -0.2 -2.6 -0.589
H 9.498198 -42.689878 -36.460397 0.5 -1.7 1.3 0.325
H 16.055811 -38.396352 -27.540745 -1.4 2.7 0.6 0.279
H 14.784020 -37.153526 -29.566640 2.4 1.2 1.4 0.528
H 11.983597 -40.390822 -35.947081 -0.8 -0.9 0.2 0.323
H 8.511811 -35.925774 -28.704933 0.9 -0.2 1.0 0.344
H 16.495898 -37.267143 -26.629160 1.3 0.7 1.2 0.263
H 13.395785 -38.121925 -34.777118 4.6 0.4 2.1 0.339
H 14.845673 -40.513045 -27.263894 -3.8 -2.3 -0.3 0.246
H 15.779973 -34.203750 -31.518542 -0.8 0.8 -0.7 0.355
C 13.150528 -38.323005 -29.670990 -2.9 3.4 -2.0 -1.448
H 6.599308 -38.862360 -28.366212 -1.3 1.1 -0.2 0.256
O 4.702149 -44.016482 -29.899679 -1.8 1.7 1.3 -0.640
H 9.460762 -40.313434 -25.997900 1.0 3.4 -2.4 0.403
H 8.593413 -44.815300 -33.014567 0.3 1.5 -0.5 0.322
H 9.600458 -42.659984 -30.982505 -2.9 -2.2 -2.9 1.457
H 6.030887 -42.466745 -33.594652 -2.9 -2.1 0.3 0.233
H 10.290777 -38.020408 -27.790265 -0.4 -1.0 1.7 0.116
O 13.158123 -36.830981 -26.535030 -0.9 1.8 -3.2 -0.682
O 15.321646 -32.704744 -33.304660 -2.0 -0.3 -0.3 -0.633
H 12.926903 -34.284336 -29.136215 -2.0 -2.0 2.7 0.366
O 11.237234 -34.503823 -33.779515 3.1 3.0 0.0 -0.584
O 13.492262 -43.834348 -31.242939 -2.7 2.0 4.4 -0.524
H 9.652780 -39.094256 -30.289874 -1.6 -2.8 -1.0 -0.417
C 10.871678 -41.221327 -32.306137 5.0 -1.5 -2.8 -0.339
H 8.162892 -45.137594 -25.996841 6.2 -1.5 1.2 0.282
H 5.561885 -39.442310 -33.085174 0.3 0.2 -0.3 0.288
O 12.210590 -43.965420 -26.950686 0.3 -0.2 -0.3 -0.653
H 11.765341 -35.127562 -29.307850 -2.1 -1.2 -1.8 0.321
H 14.077376 -41.784362 -28.056334 -0.2 2.5 2.6 0.308
H 6.794400 -45.847627 -28.098672 1.1 1.5 5.0 0.255
O 13.914186 -41.091158 -27.273176 4.0 -0.1 -2.5 -0.596
H 17.138610 -36.473033 -32.021974 2.2 6.2 1.4 0.233
H 11.595401 -42.633989 -24.126360 0.6 2.7 -3.5 0.349
H 10.349774 -42.179041 -27.997540 -2.0 -0.3 -2.4 -0.203
```
Positions in Å, forces in eV/Å.



[2]
A structure of composition C15H7N2O11ReS4Sb, computed with ωB97M-V/def2-TZVPD.

Computed properties:
E_LUMO (alpha / beta) = -6.20 / -6.31 eV
ΔE to the lowest compared entry with this formula, charge and spin = 0.0 kcal/mol
Highest occupied orbital energy (alpha / beta) = -12.58 / -12.46 eV
Charge = +1
Strongest force on any atom = 0.0044 Eh/bohr

```
41
Properties=species:S:1:pos:R:3:forces:R:3:nbo_charge:R:1
O 3.677522 0.282028 3.366210 0.0 0.0 0.0 -0.354
H -4.205907 2.817134 -5.648173 0.0 0.0 0.0 0.208
C -2.497153 1.389096 -0.960481 0.0 -0.1 0.0 0.085
H 1.605052 -4.596171 0.588388 0.0 0.0 0.0 0.287
N 3.568656 -0.842471 3.808107 0.0 0.0 0.0 0.531
C 3.514094 -3.141429 2.988969 0.0 0.0 0.0 -0.121
O 1.460318 -0.301822 2.053234 0.0 0.0 -0.1 -0.651
O -3.971272 3.245657 -3.633672 0.0 0.0 0.0 -0.390
O 3.098293 -6.281895 1.422183 0.0 0.0 0.0 -0.347
H -0.452404 0.676416 -3.717406 0.0 0.0 0.0 0.267
O -1.712789 0.820444 1.311506 0.0 0.1 -0.1 -0.649
O -2.304201 2.377749 -4.952152 0.0 0.0 0.0 -0.436
C -1.256974 1.116097 -3.143452 0.0 0.0 0.0 -0.124
O -3.883991 1.000567 0.897159 0.0 -0.1 0.0 -0.454
S 1.564636 5.501239 0.067145 -0.1 0.0 0.0 -0.457
C -3.406018 2.218977 -1.536421 0.0 0.0 -0.1 -0.286
O -0.147249 -3.103548 -0.450003 0.0 0.0 0.0 -0.524
S -2.252681 4.262004 0.911451 0.0 0.2 0.1 -0.582
H -1.156629 -0.214407 -1.463098 0.0 0.0 0.0 0.336
O 4.455091 -5.663362 2.983348 0.0 0.0 0.0 -0.346
C -2.166690 1.936150 -3.682043 0.0 0.0 0.0 0.187
C 1.993618 -3.827348 1.241142 0.0 0.0 0.0 -0.089
O 0.020901 -0.969896 0.087510 -0.1 0.0 0.0 -0.743
C 0.374772 -2.265408 0.225669 0.0 0.0 -0.1 0.781
C 1.465425 -2.541949 1.189963 0.0 0.0 0.0 -0.247
C -1.341682 0.841891 -1.697480 0.1 0.0 0.0 -0.443
N 3.566981 -5.467534 2.184810 0.0 0.0 0.0 0.532
S 0.152009 1.669260 -0.878310 0.1 -0.1 0.1 0.146
Re 0.157314 0.696689 1.132982 0.2 0.1 0.1 1.409
H -4.239010 2.629480 -0.983595 0.0 0.0 0.0 0.289
C -3.219223 2.489609 -2.899757 0.0 0.0 0.0 0.541
C 1.966118 -1.550697 2.029168 0.0 0.1 0.0 0.416
H 4.296534 -3.383472 3.694029 0.0 0.0 0.0 0.292
O 3.905093 -1.213044 4.908724 0.0 0.0 0.0 -0.333
C -2.768726 1.047254 0.492920 0.0 0.0 0.0 0.761
C 2.998250 -1.867979 2.915919 0.0 0.0 0.0 -0.019
H -3.154685 4.242321 -5.258301 0.0 0.0 0.0 0.207
C 3.004074 -4.100967 2.132979 0.0 0.0 0.0 0.011
C -3.439249 3.226498 -4.995026 0.0 0.0 0.0 0.224
Sb -0.059389 4.334645 0.939602 0.1 0.0 0.0 1.345
S 0.791172 2.512192 2.326254 -0.1 -0.1 -0.1 -0.260
```
Positions in Å, forces in eV/Å.



[3]
A structure of composition C15H9Cl3N3OS8SiTl, computed with ωB97M-V/def2-TZVPD.

Computed properties:
E_LUMO = 4.24 eV
ΔE to the lowest compared entry with this formula, charge and spin = 0.0 kcal/mol
Highest occupied orbital energy = -1.92 eV
Charge = -2
Strongest force on any atom = 0.0060 Eh/bohr

```
41
Properties=species:S:1:pos:R:3:forces:R:3:nbo_charge:R:1
Tl -1.954548 -2.735880 -1.678653 0.1 -0.1 0.0 0.572
N -1.414165 2.381946 -3.256630 -0.1 0.0 -0.3 -0.417
C -1.472045 3.190019 -1.008413 0.0 0.0 0.0 -0.228
C -1.945112 3.144635 -2.306733 0.1 0.0 0.1 0.035
C -0.406595 2.363397 -0.661755 -0.1 0.0 -0.1 -0.053
S -1.327450 -5.006554 -2.770857 0.0 0.1 0.0 -0.209
H 0.890858 0.433927 0.874769 0.0 0.0 -0.1 0.449
S -5.015510 -2.167007 0.076142 0.0 0.0 0.0 -0.074
C -0.418077 1.572624 -2.916424 -0.1 0.0 0.1 0.049
N 0.051258 3.455119 1.498293 0.1 0.0 0.0 -0.474
C 1.871051 1.092659 3.527702 0.0 0.0 0.0 -0.248
Si -0.357926 -2.574978 0.446924 -0.1 -0.1 0.0 0.954
C 1.193096 1.755378 2.509964 0.0 -0.1 0.0 0.175
S 2.669192 -3.310266 -3.142536 0.0 0.0 0.0 0.313
C 0.108446 1.512685 -1.634075 0.0 0.0 0.1 -0.236
N 0.830121 1.375708 1.240639 0.1 0.0 0.1 -0.550
O 4.107744 -5.480387 -2.694199 0.0 0.0 0.0 -0.626
C 0.708405 3.063800 2.652174 0.0 0.1 -0.1 0.063
H 0.558699 4.770511 3.958767 0.0 0.0 0.0 0.209
C 2.071765 1.795582 4.700163 0.0 0.0 0.0 -0.230
H 0.911106 0.815891 -1.424655 0.0 0.0 0.0 0.236
C 2.996623 -5.001829 -2.780686 0.0 0.0 0.0 0.168
S -5.238784 -1.349398 -1.788572 -0.1 0.0 0.0 -0.078
C 0.142567 2.421961 0.697769 0.0 -0.1 0.0 0.390
H 2.590079 1.317863 5.522247 0.0 0.0 0.0 0.202
C 0.925961 3.758842 3.841755 0.0 0.0 0.0 -0.202
S 0.036117 -1.920675 -3.448114 0.0 -0.1 0.1 -0.299
C 0.906485 -3.394917 -3.142406 0.1 0.1 0.0 -0.405
H -2.792422 3.755849 -2.600647 0.0 0.0 0.0 0.180
Cl 0.007592 -4.388554 1.427156 0.0 0.1 0.0 -0.424
Cl -1.116865 -1.334401 1.971944 0.0 0.0 0.0 -0.441
C 1.609454 3.113495 4.854325 0.0 0.0 0.0 -0.250
S 1.508209 -5.915318 -2.551698 0.0 0.0 0.0 0.311
S -3.922240 -3.869033 -0.290058 0.0 -0.1 0.0 -0.447
S -3.348850 -0.690811 -2.282815 0.1 0.0 0.0 -0.394
H 2.208814 0.071797 3.406604 0.0 0.0 0.0 0.227
H 1.787303 3.627165 5.791442 0.0 0.0 0.0 0.197
Cl 1.606788 -1.815407 0.214333 0.1 0.1 0.0 -0.455
C 0.373977 -4.605992 -2.870150 0.0 -0.1 0.0 -0.434
H -0.023106 0.929006 -3.692943 0.0 0.0 0.0 0.217
H -1.918018 3.841546 -0.270090 0.0 0.0 0.0 0.228
```
Positions in Å, forces in eV/Å.



[4]
A structure of composition C15H9Cl3N4O2ReS2SbSe4 in a non-equilibrium geometry, computed with ωB97M-V/def2-TZVPD.

Computed properties:
E_LUMO (alpha / beta) = -9.08 / -9.05 eV
Highest occupied orbital energy (alpha / beta) = -13.99 / -13.99 eV
Charge = +2
Strongest force on any atom = 0.0333 Eh/bohr

```
41
Properties=species:S:1:pos:R:3:forces:R:3:nbo_charge:R:1
C 0.510378 3.624085 -1.466109 -0.1 -0.3 -0.1 0.491
Sb 2.831950 -2.505989 -3.318368 0.1 -0.3 -0.2 0.967
N 0.964642 0.277683 1.154365 -0.3 -0.2 0.3 0.309
C 4.717783 0.821150 2.921306 0.0 0.0 0.0 -0.146
N -2.937995 -0.241754 -1.085643 0.5 0.0 -0.2 -0.543
C -5.481907 -2.517272 0.122537 0.0 0.0 0.0 -0.176
Cl 2.737477 4.629525 -0.572712 0.0 0.0 0.0 0.128
Cl 1.326821 5.612808 -2.932018 0.0 0.0 0.1 0.145
H -2.927124 -4.740809 -0.079987 0.0 0.0 0.0 0.245
C 3.203730 -0.504063 1.606821 -0.1 0.1 0.0 -0.207
N -0.000021 2.606276 -1.565930 -0.2 -0.2 -0.1 -0.428
C 3.730146 1.776011 3.131859 0.0 0.0 0.0 -0.193
C 1.165016 4.923886 -1.319580 0.2 0.3 0.0 -0.257
H -6.523985 -2.459033 0.404918 0.0 0.0 0.0 0.252
O -0.928760 1.034582 0.384737 -0.2 0.0 0.2 -0.401
C -3.437574 -3.790760 -0.157039 0.0 0.0 0.0 -0.168
C -4.789440 -3.715367 0.184826 0.0 0.0 0.0 -0.159
Cl 0.133555 5.910767 -0.286275 0.0 0.0 0.0 0.138
H -5.305465 -4.607627 0.511033 0.0 0.0 0.0 0.250
O 0.645394 -0.831076 0.739848 0.1 0.0 -0.1 -0.400
Se 3.413677 -1.320704 -5.202647 -0.1 0.1 0.0 -0.276
H 3.937024 2.646710 3.738450 0.0 0.0 0.0 0.242
H 1.689121 2.336558 2.755415 0.0 0.0 0.0 0.249
H 2.971692 -1.384796 1.026283 0.0 0.0 0.0 0.250
Se 3.790428 -3.838159 -1.702217 -0.1 0.0 0.1 -0.290
C -4.786760 -1.401707 -0.313992 0.1 0.0 0.0 -0.233
Se 0.536890 -0.205979 -2.240248 -0.4 -0.3 -0.5 0.243
C -3.437456 -1.476997 -0.678774 -0.1 -0.2 0.1 0.167
S -5.389693 0.240442 -0.476926 0.1 0.0 0.0 0.632
C 2.473124 1.615840 2.576124 0.0 -0.1 0.0 -0.211
H 5.220759 -1.066026 2.030782 0.0 0.0 0.0 0.241
S -3.274796 2.260357 -1.565281 0.4 -0.2 -0.3 0.121
H 5.699352 0.963452 3.352764 0.0 0.0 0.0 0.242
C -2.743324 -2.677285 -0.589130 0.0 0.1 0.0 -0.216
H -1.692382 -2.727407 -0.837466 0.0 0.0 0.0 0.235
N 0.235692 1.337667 1.065200 0.2 0.1 -0.4 0.001
Se 0.207363 -2.399975 -2.898395 0.2 0.4 0.1 -0.137
C 2.243981 0.478309 1.811544 0.2 0.0 0.0 0.099
Re -1.310206 0.904414 -1.379477 -0.2 0.8 1.5 1.106
C -3.872575 0.729739 -1.021776 -0.4 -0.1 -0.4 -0.121
C 4.453455 -0.317470 2.171171 0.0 0.0 0.0 -0.192
```
Positions in Å, forces in eV/Å.